Entry 1:
ORCA calculation (ωB97M-V/def2-TZVPD) on an isolated ion of composition C8H14N3O4 and charge +1.

Element x y z (Å)
H: 3.2793 0.7384 -1.1070
H: 4.3759 -1.2531 -0.1221
H: 3.0584 2.3140 -0.3358
O: -4.7830 -0.6290 0.4745
H: 2.2901 1.4011 1.6963
H: -3.9660 -0.6283 2.2460
H: -3.8873 1.1693 1.0108
N: -0.5807 -0.2945 -0.8412
N: -2.1460 -1.3445 0.1295
H: -0.2632 -2.3377 -0.2767
H: 1.3804 -0.7177 -1.3132
H: 0.5537 1.8872 -0.3070
O: 3.5658 -2.2414 1.4245
C: 3.8642 -1.2479 0.8552
O: -4.8348 -0.8824 1.8927
C: -2.5584 -0.0744 -0.1439
C: 0.6696 0.0879 -1.5151
C: -0.8931 -1.4596 -0.3231
O: 3.6988 -0.0017 1.3738
H: 0.4600 0.0813 -2.5877
H: 1.6887 -0.0717 0.9475
H: 1.2285 2.1436 -1.9032
C: -3.9298 0.4471 0.1866
C: 2.5155 0.6562 0.9294
H: -4.3114 0.9759 -0.6939
C: 1.2227 1.4522 -1.0586
N: -1.6111 0.5837 -0.7466
C: 2.6241 1.3168 -0.4481
H: -2.7110 -2.0707 0.5559

The structure (SMILES) is O=COCCCCn1c[nH+]c(COO)n1. The net charge is +1. As for the relative energy (zero: lowest compared OMol25 entry of this formula, charge and spin): 98.8 kcal per mole.

Entry 2:
ORCA calculation (ωB97M-V/def2-TZVPD) on one molecule with the formula C3H3N3O.

Element x y z (Å)
N: 1.6434 -0.7790 1.0994
N: 0.7133 0.2655 -0.7452
O: -1.6603 0.5478 -0.9022
H: 1.1463 0.3598 -1.6559
C: -0.5421 0.2101 -0.2554
C: 1.8679 -0.2259 -0.1061
C: -0.6132 -0.2592 1.0560
H: -1.4702 0.9116 -1.7768
H: -1.5449 -0.2824 1.6140
N: 0.4597 -0.7483 1.6723

The net charge is 0. As for the relative energy (zero: lowest compared OMol25 entry of this formula, charge and spin): 95.2 kcal per mole.

Entry 3:
ORCA calculation (ωB97M-V/def2-TZVPD) on a 2-piece molecular cluster, C3H4S overall.

Element x y z (Å)
H: -1.9544 -0.3188 0.7373
H: 1.6113 -0.0653 0.7737
C: -0.0695 0.2090 -0.7573
C: -2.7303 -0.3106 -0.1013
H: -0.9154 0.5443 -1.3347
H: -2.0183 -0.6162 -0.7965
S: -4.0903 0.2988 0.1143
C: 0.7170 0.1124 0.1952

The structure (SMILES) is C#C.C=S. The net charge is 0. As for the relative energy (zero: lowest compared OMol25 entry of this formula, charge and spin): 75.9 kcal per mole.

no.,largest force on an atom (eV/Å),frontier orbital gap (eV)
1,0.8,10.0
2,1.9,8.3
3,6.5,8.5